Entry from the Open Molecules 2025 dataset: a molecular structure, C28H31FeN7O4SSbSe at a distorted geometry (wB97M-V/def2-TZVPD).

Atoms and positions in Å:
Sb 1.835996 -3.204571 -0.928497
Se 1.754599 2.044759 1.913183
Fe 0.206589 0.173796 -0.398918
S -1.090246 0.610714 -2.614482
O 0.391583 3.074721 1.489993
O 1.512779 1.311953 3.313250
O 3.031638 3.087440 1.904553
O 1.843552 0.954247 0.673375
N -1.397169 2.773453 -1.007957
N -0.988806 -1.912613 -0.382770
N 1.942403 -2.516131 2.054541
N -0.781733 0.105446 1.762857
N -0.988432 1.935190 -0.086038
N 1.883407 -0.316828 -1.967309
N -2.230726 3.005313 -3.119433
C 3.320501 -0.936337 -4.235341
C 1.781483 -2.429349 4.452752
C 2.539270 -2.105140 3.218113
C 2.679408 -1.924295 -3.454746
C 2.079503 2.033825 -2.335751
C -3.123967 -0.800572 -0.307523
C 2.457934 0.629511 -2.748669
C -2.308789 -2.026914 -0.046083
C -1.752358 1.482158 3.373202
C -1.903723 3.590343 1.508495
C 2.610065 -2.223641 0.899469
C 3.298097 0.400283 -3.920098
C -2.050434 -4.334081 0.392438
C 2.136653 -1.574589 -2.247320
C -0.745714 -4.262768 -0.044062
C -1.568413 -0.855558 3.788133
C -3.609876 1.952582 -4.844899
C -2.904015 -3.187864 0.335392
C -0.275594 -2.976618 -0.337503
C -1.160502 1.285282 2.172390
C -0.969958 2.476662 1.260197
C -1.982522 0.375148 4.252642
C -0.970868 -0.986567 2.527961
C -2.319960 2.643521 -4.532144
C 3.744611 -1.454561 0.830770
C 4.280021 -0.999529 2.054278
C 3.709952 -1.366535 3.253790
C -1.595020 2.197493 -2.195698
H -3.851621 -3.274848 0.690573
H 2.485828 -2.679949 5.196592
H -2.000764 2.393761 3.909302
H -2.542106 3.948708 -2.691875
H 1.146878 -1.637123 4.825841
H -3.834847 1.374577 -3.931862
H 0.008853 -5.036461 -0.098320
H -1.641658 4.411700 0.911190
H -2.442342 -5.251043 0.811980
H 2.935476 2.699066 -2.395284
H 1.386200 2.427921 -3.139783
H -2.356970 0.536451 5.256786
H -2.952819 3.143150 1.363048
H 1.753803 2.034970 -1.301657
H 2.855467 -2.891751 -3.814494
H 5.218021 -0.400437 2.091323
H 4.280067 -1.311620 -0.095456
H -1.562866 -1.673077 4.436031
H -2.716714 0.177846 0.053541
H 3.983487 -1.399787 -4.985096
H -1.470961 2.055428 -4.764290
H 4.072228 -1.011011 4.240751
H -4.419871 2.641697 -5.029452
H -3.606302 1.205613 -5.650764
H -2.203612 3.565200 -5.103429
H -3.225486 -0.684106 -1.388064
H -0.669131 -1.944368 2.263284
H 3.825653 1.214542 -4.488710
H -1.896713 3.917520 2.546277
H 1.175439 -3.349886 4.323221
H -4.053837 -0.951463 0.282265

Atoms 1-6, force components in eV/Å:
-0.300 0.389 1.322
2.650 1.384 -0.096
-0.411 0.119 0.031
0.076 0.167 0.056
-0.688 -0.309 0.130
-0.469 -0.130 0.283

Computed properties:
- strongest force on any atom (eV Å⁻¹) = 4.6
- energy above the lowest of the compared OMol25 structures with the same formula, charge and spin (kcal/mol) = 41.7
- ⟨S²⟩ = 8.77
- 2S+1 = 6
- charge = 0
- total energy (Eh) = -6073.24974